{"formula": "C13H21F5O2P2V", "method": "ωB97M-V/def2-TZVPD", "gap_ev": [2.59, 3.73], "e_tot_ev": -75745.80860, "s_squared": 1.2150, "multiplicity": 2, "homo_ev": [-13.4, -13.4], "largest_force_ev_per_a": 6.2, "total_charge": 2, "elements": ["V", "H", "H", "O", "H", "H", "C", "H", "F", "H", "F", "C", "C", "C", "P", "C", "C", "F", "F", "H", "C", "C", "C", "C", "C", "O", "H", "H", "C", "H", "H", "F", "H", "H", "H", "C", "P", "H", "H", "H", "H", "H", "H", "H"], "coordinates": [[0.281, 0.530, -1.437], [-0.916, -2.815, 0.005], [3.463, 1.205, -2.778], [-1.822, 2.114, 0.246], [-0.910, -3.037, -3.930], [1.203, -0.176, 0.328], [1.581, 3.385, -0.263], [0.577, -3.363, -0.814], [-3.244, -2.149, 2.000], [4.002, 0.476, 0.065], [-2.337, -0.086, 6.150], [-1.115, 0.579, 4.247], [-2.587, -1.241, 2.751], [-1.107, 1.249, -0.131], [2.126, 1.737, -0.828], [-0.881, 0.462, 2.888], [3.022, 2.124, -2.372], [0.123, 1.194, 2.331], [-3.714, -1.948, 4.702], [-1.025, -3.877, -1.442], [-2.808, -1.144, 4.097], [-2.086, -0.204, 4.842], [-0.269, -2.167, -3.715], [-0.465, -3.060, -0.966], [-1.653, -0.395, 2.081], [-1.568, -0.451, 0.801], [1.124, -0.783, -1.967], [2.432, 4.078, -0.237], [3.483, 1.404, 0.339], [2.316, 2.526, -3.112], [-2.652, -1.134, -0.959], [-0.403, 1.450, 4.983], [-2.843, -2.119, -2.448], [-2.564, -0.359, -2.566], [3.074, 1.291, 1.352], [-2.329, -1.263, -1.998], [-0.518, -1.574, -2.017], [4.208, 2.233, 0.334], [0.812, 3.775, -0.938], [-0.502, -1.349, -4.410], [0.746, -0.839, 0.063], [1.145, 3.295, 0.741], [0.788, -2.437, -3.836], [3.814, 2.863, -2.183]]}



{"formula": "C13H21F8NO4RuTe", "method": "ωB97M-V/def2-TZVPD", "gap_ev": [8.42, 6.60], "e_tot_ev": -55106.13020, "s_squared": 8.7848, "multiplicity": 6, "homo_ev": [-12.8, -12.8], "largest_force_ev_per_a": 3.5, "total_charge": 1, "relative_energy_ev": 1.612, "elements": ["Te", "F", "H", "C", "O", "H", "C", "C", "H", "C", "H", "H", "F", "H", "F", "F", "C", "F", "H", "H", "C", "H", "H", "C", "C", "H", "H", "F", "H", "H", "C", "H", "F", "C", "N", "C", "H", "C", "H", "O", "F", "Ru", "H", "O", "H", "C", "O", "H", "H"], "coordinates": [[-1.137, 3.621, 2.425], [0.571, 3.511, 3.215], [-2.250, -3.297, 1.254], [-0.459, -0.123, -4.740], [1.134, -0.244, 0.648], [-1.220, -2.077, -4.178], [-0.392, -0.362, -6.230], [-0.896, -0.829, -2.522], [1.549, -0.421, 5.413], [2.227, 0.491, 1.270], [-1.249, -1.551, -1.803], [0.388, 2.196, -2.382], [-0.556, 0.812, -6.848], [0.496, -2.493, 2.062], [-2.771, 3.935, 1.359], [-1.950, 2.705, 3.788], [2.399, -0.504, 4.740], [0.819, -0.930, -6.548], [1.757, 1.403, 1.639], [1.248, -1.733, -0.798], [0.021, 1.278, -2.876], [3.003, 0.694, 0.524], [0.406, 1.822, -4.947], [-2.041, -2.278, 1.570], [1.324, -1.647, 0.288], [-2.981, 1.253, -1.267], [-1.737, -2.261, 2.622], [0.640, 2.304, -0.223], [2.909, -1.493, 4.834], [-3.404, 0.989, 0.533], [2.874, -0.217, 2.416], [-2.853, -1.608, 1.390], [-1.335, -1.202, -6.642], [0.050, 1.054, -4.236], [-0.497, 0.350, -2.031], [0.272, -2.463, 0.976], [0.274, -3.478, 0.581], [-0.876, -1.112, -3.875], [3.343, -1.195, 2.110], [1.889, -0.418, 3.394], [-1.519, 5.343, 3.208], [-0.747, 0.906, 0.052], [2.327, -1.943, 0.609], [-0.964, -1.755, 0.760], [3.118, 0.336, 4.908], [-2.842, 0.663, -0.338], [-1.063, 1.892, 1.734], [3.727, 0.461, 2.702], [-3.027, -0.385, -0.542]]}



{"formula": "C13H21I4NO2PS3SeTeTi", "method": "ωB97M-V/def2-TZVPD", "gap_ev": [5.74, 6.00], "e_tot_ev": -189360.04362, "s_squared": 0.7554, "multiplicity": 2, "homo_ev": [-7.1, -7.1], "largest_force_ev_per_a": 1.4, "relative_energy_ev": 3.125, "elements": ["H", "H", "Ti", "C", "H", "H", "C", "H", "H", "C", "H", "H", "H", "I", "H", "H", "H", "C", "S", "C", "H", "H", "I", "H", "Se", "H", "I", "H", "C", "Te", "C", "C", "C", "P", "N", "C", "C", "H", "O", "I", "S", "H", "H", "C", "O", "C", "H", "S"], "coordinates": [[-1.223, -2.409, 1.813], [0.611, -4.190, 1.792], [-0.385, -0.940, -2.308], [3.688, 1.357, 1.175], [2.286, -3.677, 1.516], [3.322, 0.227, 2.969], [1.243, -3.451, 1.307], [4.499, 1.946, 0.733], [-5.694, 3.708, 3.172], [4.115, 0.830, 2.536], [-0.616, -1.637, 0.341], [-4.615, -1.522, -3.235], [2.160, 2.624, 0.311], [-2.746, 0.159, -1.292], [1.001, -2.033, 2.904], [2.618, 3.035, 1.967], [-4.852, 5.725, 1.711], [-3.664, -1.743, -2.765], [-4.001, 2.266, 2.201], [-0.528, -1.664, 1.433], [1.611, 1.618, 1.665], [-2.828, 5.010, 0.211], [-2.225, -2.095, -4.339], [1.674, 0.185, -6.100], [-1.419, -5.351, -1.272], [5.005, 0.214, 2.443], [-0.237, 1.225, -4.457], [1.088, -3.519, 0.232], [-3.344, 4.353, 0.886], [-1.294, 2.077, 0.246], [-0.825, -3.778, -1.507], [-2.991, 3.047, 1.036], [-4.893, 3.709, 2.459], [2.348, -0.684, -0.091], [-0.403, -2.676, -1.655], [0.891, -2.062, 1.812], [2.439, 2.213, 1.280], [-3.731, -2.663, -2.185], [3.559, 0.264, 0.241], [2.060, -1.350, -3.777], [0.948, 0.514, -0.994], [0.321, -0.987, -5.949], [4.326, 1.667, 3.197], [-4.435, 4.733, 1.696], [1.846, -1.083, 1.373], [0.982, -0.302, -5.419], [-0.791, -0.688, 1.845], [3.098, -2.204, -1.163]]}



{"formula": "C13H21N2", "method": "ωB97M-V/def2-TZVPD", "gap_ev": [7.64, 6.88], "e_tot_ev": -16790.07485, "homo_ev": [-12.2, -11.3], "largest_force_ev_per_a": 4.4, "total_charge": 1, "relative_energy_ev": 6.773, "elements": ["C", "H", "C", "H", "C", "C", "H", "C", "C", "C", "C", "H", "H", "H", "H", "C", "H", "H", "H", "C", "H", "C", "H", "C", "H", "H", "H", "H", "H", "N", "C", "N", "H", "H", "H", "H"], "coordinates": [[-3.804, -1.037, -0.260], [-0.109, 2.111, -0.883], [-4.481, 0.149, -0.346], [1.102, -1.508, 2.090], [3.241, -0.433, -0.290], [-2.396, -0.980, -0.170], [-1.894, -1.871, -0.279], [2.060, 0.738, 1.540], [0.599, -0.699, 0.061], [-3.748, 1.348, -0.055], [1.918, 0.235, 0.127], [2.694, 1.757, 1.612], [-1.955, 2.163, 0.636], [-4.246, 2.326, -0.363], [-0.081, -0.718, -1.995], [0.730, -1.935, 1.066], [4.127, 0.340, -0.178], [3.205, -0.873, -1.376], [1.474, 1.064, -1.861], [0.392, -1.351, -1.308], [-0.331, -2.198, 1.369], [0.834, 2.421, -0.468], [0.928, 2.817, 0.505], [-2.441, 1.332, 0.292], [2.719, 1.879, -1.024], [3.526, -1.322, 0.334], [1.384, -2.735, 0.601], [-5.591, 0.105, -0.534], [1.084, 1.120, 1.992], [1.753, 1.488, -0.910], [-1.667, 0.151, 0.255], [-0.402, 0.122, 0.565], [-4.351, -1.934, -0.087], [2.485, 0.004, 2.212], [-0.173, -2.330, -1.199], [1.417, -1.744, -1.672]]}



{"formula": "C13H21N4O5V", "method": "ωB97M-V/def2-TZVPD", "gap_ev": [7.59, 7.02], "e_tot_ev": -55703.27139, "s_squared": 0.7566, "multiplicity": 2, "homo_ev": [-9.7, -9.2], "largest_force_ev_per_a": 1.0, "total_charge": 1, "relative_energy_ev": 0.180, "elements": ["H", "O", "C", "C", "H", "C", "H", "H", "H", "H", "H", "C", "H", "C", "N", "C", "H", "C", "H", "N", "H", "H", "C", "H", "C", "H", "H", "C", "H", "O", "H", "N", "C", "O", "H", "O", "C", "H", "V", "N", "H", "O", "C", "H"], "coordinates": [[-0.204, 2.035, -4.327], [1.914, -1.625, -1.149], [-0.063, 3.813, -0.084], [-4.309, -0.307, -0.367], [-4.231, -1.070, 2.402], [-1.182, -1.829, 1.188], [4.822, -1.413, 1.971], [0.807, 3.734, 0.562], [3.194, -1.783, 2.498], [3.898, -0.466, -1.436], [-3.909, 0.633, 2.028], [-0.154, 0.547, -2.693], [-2.596, -0.400, 2.566], [2.221, -1.589, 0.070], [-3.254, -0.698, 0.572], [-0.075, 1.409, -0.474], [-0.866, -0.965, 1.767], [-2.215, -1.392, 0.152], [4.751, 0.320, -0.086], [3.392, -1.151, 0.482], [5.195, -1.328, -0.579], [1.086, -1.286, 1.868], [-0.143, 2.878, -2.377], [3.681, -0.089, 2.282], [-0.173, 1.865, -3.263], [-5.205, -0.901, -0.183], [-4.538, 0.745, -0.205], [3.782, -1.102, 1.893], [-0.014, 4.736, -0.655], [-2.078, -1.722, -1.057], [-0.158, 3.913, -2.694], [-0.095, 2.690, -1.020], [1.225, -2.071, 1.127], [-0.033, -2.378, 0.510], [-1.610, -2.596, 1.835], [-0.157, -0.558, -3.313], [4.369, -0.624, -0.474], [1.604, -2.970, 1.611], [-0.084, -1.622, -1.474], [-0.126, 0.384, -1.355], [-0.954, 3.815, 0.540], [-0.039, 1.257, 0.750], [-3.506, -0.376, 1.977], [-3.974, -0.463, -1.384]]}